74
Properties=species:S:1:pos:R:3 method="wB97M-V/def2-TZVPD" energy_ev=-97597.4551 charge=-2 relative_energy_kcal_mol=8.4
Sc 0.192 -0.503 0.279
O -2.899 0.328 -2.799
C -1.859 0.051 -2.187
N -1.698 -0.340 -0.923
C -2.823 -0.662 -0.134
C -4.103 -0.125 -0.234
C -5.098 -0.516 0.657
C -4.831 -1.452 1.644
C -3.559 -2.003 1.754
C -2.559 -1.606 0.880
N -1.227 -2.049 0.917
C -0.930 -3.322 1.157
O -1.650 -4.258 1.520
C 0.520 -3.622 0.840
C 1.130 -4.741 1.384
C 2.437 -5.022 1.037
C 3.082 -4.194 0.133
C 2.397 -3.099 -0.358
N 1.144 -2.801 -0.014
C -0.568 0.085 -2.977
C -0.518 0.826 -4.153
C 0.642 0.808 -4.901
C 1.705 0.025 -4.470
C 1.565 -0.669 -3.282
N 0.465 -0.629 -2.534
H -4.315 0.583 -1.022
H -6.089 -0.084 0.570
H -5.608 -1.752 2.338
H -3.326 -2.727 2.520
H 0.555 -5.351 2.065
H 2.954 -5.868 1.474
H 4.108 -4.359 -0.162
H 2.882 -2.417 -1.045
H -1.391 1.395 -4.436
H 0.722 1.393 -5.810
H 2.632 -0.032 -5.025
H 2.386 -1.263 -2.897
N -1.659 2.557 0.048
C -1.307 3.505 -0.881
C -2.277 4.403 -1.347
C -1.986 5.353 -2.306
C -0.704 5.420 -2.833
C 0.262 4.551 -2.346
C 0.023 3.609 -1.341
C 1.205 2.789 -0.882
C 2.406 3.512 -0.859
C 3.634 2.882 -0.793
C 3.665 1.502 -0.790
C 2.482 0.780 -0.697
C 1.206 1.389 -0.652
H -1.087 1.728 -0.031
H -2.639 2.319 0.085
H -3.281 4.318 -0.947
H -2.764 6.024 -2.653
H -0.458 6.126 -3.617
H 1.253 4.584 -2.781
H 2.370 4.595 -0.899
H 4.550 3.460 -0.769
H 4.611 0.971 -0.803
H 2.579 -0.304 -0.655
F 4.113 -1.137 0.861
B 3.333 -1.038 2.023
F 3.710 0.038 2.788
F 3.360 -2.240 2.710
F 1.924 -0.811 1.570
Te -0.877 0.970 2.710
C -0.513 -0.450 4.220
C -1.426 -0.906 5.139
C -0.872 -1.807 6.089
C 0.458 -2.027 5.877
S 1.020 -1.139 4.527
H -2.466 -0.608 5.115
H -1.439 -2.277 6.883
H 1.120 -2.673 6.433